{
  "formula": "C2H4N2O",
  "method": "wB97M-V/def2-TZVPD",
  "species": ["C", "C", "N", "N", "O", "H", "H", "H", "H"],
  "xyz": [[-1.4164, -2.1295, -1.5282], [1.2270, 1.2272, 1.2721], [-0.8066, -1.1127, -1.5733], [0.1895, 1.0502, 0.6173], [-1.7958, -3.2301, -1.5589], [1.2673, 2.1837, 1.8961], [2.1595, 0.5341, 1.1439], [-0.4091, -0.3729, -1.0801], [-0.4154, 1.8499, 0.8111]],
  "e_lumo_ha": 0.0293,
  "charge": 0,
  "e_tot_ha": -263.32431,
  "de_lowest_ev": 1.060,
  "e_homo_ev": -10.6,
  "orbital_gap_ev": 11.366
}

{
  "formula": "C2H4N2O",
  "method": "wB97M-V/def2-TZVPD",
  "species": ["C", "C", "N", "N", "O", "H", "H", "H", "H"],
  "xyz": [[-2.5914, -0.0560, 0.0117], [1.9486, -0.1379, 0.1147], [-1.5602, -0.6349, -0.0722], [0.8414, 0.3080, -0.2599], [-3.6681, 0.3673, 0.1127], [2.7874, 0.4625, 0.4752], [2.1016, -1.2085, 0.0882], [-0.5814, -0.4206, -0.2424], [0.7221, 1.3201, -0.2279]],
  "e_lumo_ha": 0.0245,
  "charge": 0,
  "e_tot_ha": -263.33545,
  "de_lowest_ev": 0.757,
  "e_homo_ev": -10.1,
  "orbital_gap_ev": 10.800
}

{
  "formula": "C2H4N2O2",
  "method": "wB97M-V/def2-TZVPD",
  "species": ["C", "C", "N", "N", "O", "O", "H", "H", "H", "H"],
  "xyz": [[-0.6582, -0.9414, -0.5334], [0.5728, -1.0888, -0.0367], [-0.5973, 0.5209, -0.5538], [0.6436, 0.3059, 0.1460], [-1.6092, 1.1817, 0.1693], [1.8466, 0.9095, -0.2377], [-1.6541, -1.3984, -0.6945], [1.3980, -1.8021, 0.4312], [-1.8776, 0.6760, 0.8874], [1.9353, 1.6368, 0.4222]],
  "e_lumo_ha": 0.0306,
  "charge": 0,
  "e_tot_ha": -338.37476,
  "de_lowest_ev": 7.577,
  "e_homo_ev": -9.0,
  "orbital_gap_ev": 9.836
}

{
  "formula": "C2H4N2O2",
  "method": "wB97M-V/def2-TZVPD",
  "species": ["C", "C", "N", "N", "O", "O", "H", "H", "H", "H"],
  "xyz": [[-1.0387, 0.0710, 0.5039], [0.0412, 0.5261, -0.4101], [-0.8891, -0.5616, -0.7473], [1.3760, 0.0173, 0.0188], [2.1582, 0.9262, 0.0250], [1.4340, -1.1416, 0.2739], [-0.8212, -0.5517, 1.4750], [-1.8857, 0.6824, 0.6377], [0.0321, 1.5622, -1.1229], [-0.4066, -1.5303, -0.6540]],
  "e_lumo_ha": 0.0118,
  "charge": 0,
  "e_tot_ha": -338.42851,
  "de_lowest_ev": 6.114,
  "e_homo_ev": -10.3,
  "orbital_gap_ev": 10.611
}

{
  "formula": "C2H4N2O2",
  "method": "wB97M-V/def2-TZVPD",
  "species": ["C", "C", "N", "N", "O", "O", "H", "H", "H", "H"],
  "xyz": [[-2.3402, 0.0020, -0.0495], [-1.0913, -0.0983, 0.6476], [1.7598, 0.5120, -0.0154], [1.1638, 1.4890, -0.0509], [-3.2027, 0.7655, 0.2416], [-0.1177, -0.9859, 0.5512], [-2.5698, -0.6711, -0.9246], [-0.9298, 0.6749, 1.3370], [2.6834, 0.5185, -0.5307], [0.7630, -0.6335, 0.7961]],
  "e_lumo_ha": [-0.0234, -0.0119],
  "charge": 0,
  "e_tot_ha": -338.45201,
  "de_lowest_ev": 5.475,
  "e_homo_ev": [-8.1, -9.3],
  "orbital_gap_ev": [7.423, 8.987]
}

{
  "formula": "C2H4N2O2",
  "method": "wB97M-V/def2-TZVPD",
  "species": ["C", "C", "H", "H", "H", "H", "N", "N", "O", "O"],
  "xyz": [[0.7502, -1.3163, -0.5675], [-0.6916, 1.7286, 0.6484], [-0.9772, -1.8051, 0.3266], [1.6114, -1.7801, -1.0193], [1.0740, 0.6491, -0.8007], [-1.7153, 1.7269, 0.9589], [0.0142, -2.1067, 0.1422], [0.3984, -0.0631, -0.7551], [-0.7354, 0.6562, -0.1775], [0.2713, 2.3104, 1.2438]],
  "e_lumo_ha": 0.0196,
  "charge": 0,
  "e_tot_ha": -338.47537,
  "de_lowest_ev": 4.839,
  "e_homo_ev": -9.4,
  "orbital_gap_ev": 9.971
}

{
  "formula": "C2H4N2O2",
  "method": "wB97M-V/def2-TZVPD",
  "species": ["N", "C", "O", "O", "C", "N", "H", "H", "H", "H"],
  "xyz": [[-0.9216, 0.0715, -0.6634], [-0.9657, -1.0405, 1.6156], [-1.1238, -2.1491, 1.4098], [1.4007, -0.6594, 1.0194], [1.3120, 0.2847, 0.2762], [0.4402, 0.4225, -0.7959], [-1.2655, -0.2578, -1.5555], [-1.4527, 0.8923, -0.3759], [1.9530, 1.1790, 0.4066], [0.6234, 1.2568, -1.3368]],
  "e_lumo_ha": 0.0216,
  "charge": 0,
  "e_tot_ha": -338.54549,
  "de_lowest_ev": 2.931,
  "e_homo_ev": -9.9,
  "orbital_gap_ev": 10.505
}

{
  "formula": "C2H4N2O2",
  "method": "wB97M-V/def2-TZVPD",
  "species": ["C", "C", "N", "N", "O", "O", "H", "H", "H", "H"],
  "xyz": [[-0.2192, -1.1837, 0.4120], [-1.1900, 0.6917, -0.0387], [1.8040, 0.0627, -0.0196], [0.6968, -0.7713, -0.2128], [-1.0702, -1.8919, 0.7555], [-0.9337, 1.7382, -0.5827], [-1.2512, 0.5587, 1.0821], [-1.8728, -0.0501, -0.4586], [2.5277, -0.1909, -0.7461], [1.5084, 1.0364, -0.1911]],
  "e_lumo_ha": 0.0127,
  "charge": 0,
  "e_tot_ha": -338.48602,
  "de_lowest_ev": 4.549,
  "e_homo_ev": -9.9,
  "orbital_gap_ev": 10.258
}